Entry from the OMol25 dataset: a structure of composition C2HBiO3 at a distorted geometry (ωB97M-V/def2-TZVPD).

The geometry in XYZ format:
```
7
Properties=species:S:1:pos:R:3:forces:R:3
C -1.98218 -0.53526 -0.61982 -2.2 -0.5 0.4
O -3.07393 -0.76242 -0.48162 2.0 0.2 -0.2
C 1.36671 0.22869 0.63938 -1.1 -3.9 4.7
O 0.39624 1.03961 0.75834 0.1 1.0 -1.0
O 1.81956 -0.11094 -0.48614 1.0 0.0 -0.7
Bi 0.10569 0.68281 -1.32078 -1.2 1.6 -2.4
H 1.36789 -0.54249 1.51065 1.5 1.6 -0.8
```
Forces are in eV/Å.

Computed properties:
- E (Eh) = -516.314986
- HOMO level (eV) = -22.58
- spin multiplicity = 1
- charge = +2
- energy relative to the best compared isomer or geometry (same formula, charge and spin) (kcal per mole) = 0.0